Formula: C10H15N5
Source: the Open Molecules 2025 dataset
Level of theory: ωB97M-V/def2-TZVPD

XYZ file:
```
30
Properties=species:S:1:pos:R:3:forces:R:3
C 2.5935 -0.2031 1.0277 -0.32 2.01 -0.62
C -0.3201 2.7185 1.9608 -0.64 0.48 0.86
C -0.4693 3.1163 0.6099 -1.02 -0.97 1.18
C 0.5808 1.7249 1.9331 0.97 -2.35 1.39
C -2.0671 -1.8187 -0.6383 2.34 0.17 -1.14
C -1.3015 -1.3039 -1.9190 -0.38 2.30 0.67
C -1.0270 -2.4750 0.3035 -0.51 0.77 0.21
C -0.2605 -0.1984 -1.5159 -2.19 -0.85 3.02
C -0.0371 -1.3453 0.6243 1.56 0.65 1.61
C 1.8273 0.6310 0.0931 -1.28 -4.96 -2.70
N 3.2928 -0.6390 1.8181 0.36 -0.72 0.45
N 0.2575 2.3108 -0.1653 -1.10 2.10 -1.54
N 0.8686 1.4681 0.6284 1.16 1.47 1.35
N 0.6466 -0.8058 -0.5336 1.72 1.20 -0.12
N 2.5045 0.9760 -1.1044 1.05 -0.02 3.48
H -0.8653 2.9693 2.8813 0.34 0.37 -0.81
H -1.3386 3.7410 0.3799 1.00 0.02 -1.02
H 0.9472 1.0467 2.7327 -0.19 0.78 -0.77
H -2.5429 -0.9827 -0.1082 0.11 -0.08 -0.29
H -2.8139 -2.4718 -1.0081 -0.87 -0.91 0.05
H -0.7872 -2.0069 -2.5554 -0.16 -0.82 0.17
H -2.0268 -0.7460 -2.5318 0.07 -0.40 -0.12
H -1.5748 -2.7981 1.2055 0.59 -0.04 -0.14
H -0.5069 -3.3081 -0.1563 -0.10 -0.22 -0.11
H 0.2357 0.2442 -2.3444 0.52 0.21 -0.72
H -0.8999 0.5865 -0.9693 0.80 -0.71 -1.00
H -0.6296 -0.5727 1.1214 -0.45 0.43 0.03
H 0.8197 -1.4825 1.4161 -1.77 -0.86 -1.35
H 1.8791 1.4132 -1.6845 -1.52 1.29 -1.96
H 3.0150 0.2117 -1.5011 -0.06 -0.33 -0.11
```
Positions in Å, forces in eV/Å.

Results
Energy relative to the best compared isomer or geometry (same formula, charge and spin) ... 2.973 eV
Charge ... 0
E ... -18060.15438 eV
Multiplicity ... 1
Highest occupied orbital energy ... -0.2996 Eh

Electronic structure analysis, Löwdin charges in units of e:
1 C -0.17
2 C -0.08
3 C -0.11
4 C -0.08
5 C -0.18
6 C -0.16
7 C -0.17
8 C -0.23
9 C -0.27
10 C -0.32
11 N 0.20
12 N 0.07
13 N -0.13
14 N -0.05
15 N 0.15
16 H 0.11
17 H 0.11
18 H 0.14
19 H 0.11
20 H 0.08
21 H 0.10
22 H 0.10
23 H 0.11
24 H 0.11
25 H 0.09
26 H 0.12
27 H 0.09
28 H 0.12
29 H 0.03
30 H 0.10


Formula: CClF4NO2S
Source: the Open Molecules 2025 dataset
Level of theory: ωB97M-V/def2-TZVPD

XYZ file:
```
10
Properties=species:S:1:pos:R:3:forces:R:3
C 1.2671 0.4973 -0.0351 0.13 1.21 0.01
N 0.5419 -0.6474 -0.4162 -0.08 1.30 -0.69
O -1.6036 -1.7592 -0.7618 -1.98 -1.68 -1.42
O -1.5800 0.6844 -0.0944 0.33 -0.05 -0.40
F 1.0203 1.6903 -0.6362 -0.58 -0.58 -1.39
F 1.0214 0.8425 1.2249 0.48 -0.66 1.57
F 2.5502 0.2772 -0.2531 0.41 -0.43 0.38
F -1.0543 -1.0734 1.4915 -0.09 0.55 -2.21
S -0.9139 -0.7532 -0.1327 1.58 0.49 4.07
Cl -3.2545 0.7836 -0.0040 -0.19 -0.16 0.09
```
Positions in Å, forces in eV/Å.

Results
SMILES ... O=[S@@](F)(=NC(F)(F)F)OCl
Energy relative to the best compared isomer or geometry (same formula, charge and spin) ... 1.353 eV
Charge ... 0
E ... -40846.38934 eV
Multiplicity ... 1
Highest occupied orbital energy ... -0.4472 Eh

Electronic structure analysis, Löwdin charges in units of e:
1 C -0.75
2 N -0.01
3 O -0.19
4 O -0.71
5 F 0.12
6 F 0.14
7 F 0.17
8 F -0.18
9 S 0.65
10 Cl 0.77


Formula: C4H10O
Source: the Open Molecules 2025 dataset
Level of theory: ωB97M-V/def2-TZVPD

XYZ file:
```
15
Properties=species:S:1:pos:R:3:forces:R:3
C 1.4299 -1.0375 -0.0345 -0.48 -1.99 -0.34
C 0.6827 1.2868 -0.3634 0.89 0.13 -0.53
C -2.0473 -0.2621 0.1914 -0.23 1.05 -4.35
C 0.4121 0.0175 0.3075 -3.54 -1.04 2.90
O -0.7689 -0.6894 -0.1501 0.27 0.11 -0.03
H 2.1164 -1.0769 0.7596 1.22 -0.53 1.02
H 0.8947 -2.0821 -0.1865 1.23 2.25 0.57
H 2.0088 -0.8381 -0.9502 -0.42 0.22 0.23
H 0.8696 1.0230 -1.3858 0.09 0.30 -0.85
H 1.6038 1.6678 0.0568 0.29 0.36 0.03
H -0.0689 2.0281 -0.3012 -0.89 0.70 0.21
H -2.1504 0.1247 1.1384 -0.22 0.31 2.67
H -2.7066 -1.0755 -0.1210 -0.11 0.06 0.73
H -2.3482 0.5991 -0.4999 0.18 -0.71 0.72
H 0.0722 0.3145 1.5387 1.72 -1.23 -2.98
```
Positions in Å, forces in eV/Å.

Results
SMILES ... COC(C)C
Energy relative to the best compared isomer or geometry (same formula, charge and spin) ... 2.012 eV
Charge ... 0
E ... -6355.79078 eV
Multiplicity ... 1
Highest occupied orbital energy ... -0.3473 Eh

Electronic structure analysis, Löwdin charges in units of e:
1 C -0.06
2 C -0.08
3 C -0.13
4 C -0.46
5 O -0.23
6 H 0.05
7 H 0.13
8 H 0.08
9 H 0.08
10 H 0.09
11 H 0.07
12 H 0.05
13 H 0.09
14 H 0.10
15 H 0.21